Record 1
Computed, not measured: 2 unconnected molecules or ions with the total composition C5H9O3S2, with ωB97M-V with the def2-TZVPD basis set.

The geometry in XYZ format:
```
19
C5H9O3S2, DFT ωB97M-V with the def2-TZVPD basis set
C -1.13697 0.95183 0.03405
C 1.75307 1.68657 -0.35365
C -1.04999 -1.55680 0.33466
C -0.72847 -0.17156 0.76402
C 1.56237 0.21986 -0.35762
O -1.63943 0.76275 -1.24066
O -1.02365 2.12470 0.41955
O -2.37720 -1.72515 -0.18664
S 2.32335 -0.53449 1.10943
S 1.37191 -0.71891 -1.70278
H 2.52086 1.96495 0.36999
H 2.03148 2.03161 -1.34799
H 0.82312 2.19930 -0.06188
H -0.39810 -1.88976 -0.49692
H -0.91420 -2.25427 1.17593
H -0.41603 0.00133 1.78064
H -2.96503 -1.15049 0.32230
H 1.87168 -1.76609 0.90206
H -1.60878 -0.17539 -1.46448
```

Values from the calculation:
HOMO energy (alpha / beta): -0.1235 / -0.1235 hartree
Relative energy (zero: lowest compared OMol25 entry of this formula, charge and spin): 21.4 kcal/mol
Net charge: -1
Max |F|: 1.36 eV Å⁻¹
Molar mass: 181.3 g/mol
Orbital gap (alpha / beta): 6.42 / 6.42 eV

Record 2
Computed, not measured: a molecular structure, C56H35BrCl4N7SeZr, with ωB97M-V with the def2-TZVPD basis set.

The geometry in XYZ format:
```
105
C56H35BrCl4N7SeZr, DFT ωB97M-V with the def2-TZVPD basis set
Zr 0.24752 -0.55381 -0.40338
Cl 3.78821 -6.63493 -6.79171
C 3.22380 -5.38324 -5.74894
C 3.97234 -5.12048 -4.59399
C 3.48619 -4.11808 -3.77843
C 2.30257 -3.48619 -3.98064
C 1.51275 -3.87557 -5.07935
C 2.07416 -4.65629 -6.05518
C 1.74546 -2.59826 -2.93902
C 1.14339 -1.32267 -3.34348
C 0.68462 -0.95604 -4.61564
C 0.48769 0.44808 -4.57234
C 0.80683 0.91094 -3.27994
C 1.03640 2.21648 -2.87546
C 1.20737 3.27556 -3.82792
C 1.76793 3.05707 -5.05099
C 1.64592 3.96447 -6.10380
C 1.34351 5.31516 -5.86916
Cl 1.56264 6.41647 -7.15759
C 0.93705 5.61121 -4.52617
C 0.87139 4.66774 -3.51475
C 1.32986 2.47916 -1.51320
N 0.71795 1.74554 -0.44089
C 1.01546 2.46354 0.71507
C 0.65039 2.05089 1.99907
C 0.42508 3.19453 2.89267
C -0.33687 4.28660 2.50962
C -0.52753 5.37245 3.30071
C 0.06263 5.40617 4.58135
Cl -0.39335 6.55403 5.73995
C 1.03869 4.42171 4.92132
C 1.18732 3.33140 4.07880
C 0.66023 0.69941 2.49099
C 0.65474 0.22765 3.80861
C 0.73943 -1.12888 3.83641
C 0.90125 -1.54840 2.46197
N 0.76803 -0.45654 1.59503
C 1.27980 -2.82467 2.03332
C 1.65250 -3.16669 0.70693
C 2.22033 -4.36254 0.25544
C 2.24216 -4.35128 -1.14467
C 1.83140 -3.10934 -1.59657
N 1.42968 -2.37699 -0.47822
C 1.25738 -4.00326 3.00326
C 0.65050 -5.25939 2.79171
C 0.57158 -6.24237 3.80754
C 1.43720 -6.14024 4.92534
Cl 1.43064 -7.43868 6.06333
C 2.00854 -4.92828 5.16477
C 1.94324 -3.86097 4.24696
C 1.84719 3.60206 0.39940
C 2.06952 3.51173 -0.96328
N 1.01437 -0.26730 -2.45065
H 4.83403 -5.82307 -4.42706
H 4.15730 -3.66585 -3.02530
H 0.43829 -3.66023 -5.21145
H 1.54880 -4.78393 -7.06000
H 0.77934 -1.52259 -5.48185
H 0.13712 1.03004 -5.36142
H 2.38979 2.18037 -5.15342
H 1.74355 3.56629 -7.12771
H 0.84061 6.63486 -4.25703
H 0.41809 5.00145 -2.58695
H -0.77023 4.30862 1.50521
H -1.19402 6.17454 2.97568
H 1.46921 4.51542 5.91255
H 2.01223 2.63493 4.21167
H 0.45373 0.79224 4.75101
H 0.67220 -1.71509 4.68631
H 2.53237 -5.13214 0.91814
H 2.56868 -5.08334 -1.88287
H 0.15336 -5.38847 1.80480
H -0.06114 -7.13214 3.68257
H 2.51297 -4.73203 6.13588
H 2.55518 -2.97755 4.34129
H 2.06471 4.42749 1.07896
H 2.75496 4.11778 -1.55235
C -4.18455 2.84890 2.92801
C -4.46443 1.89889 4.04889
C -3.82546 0.59776 4.16883
C -4.18229 -0.23977 5.20944
C -5.16011 0.19223 6.16051
Br -5.75904 -1.01578 7.43167
N -5.82327 1.34821 6.05813
C -5.42784 2.11478 5.06792
H -3.16046 3.00839 2.61944
H -4.46921 3.87823 3.27222
H -4.79827 2.62178 2.02664
H -3.05531 0.32350 3.50498
H -3.76357 -1.22257 5.30819
H -5.87001 3.11346 5.02538
Se -1.94091 -1.98197 0.94528
C -2.77959 -2.90636 -0.46271
N -3.23163 -3.44867 -1.37049
C -3.67524 1.44429 -3.21317
C -3.10225 0.24404 -3.52932
C -2.26101 -0.32582 -2.54598
N -1.83414 0.28992 -1.45494
C -2.49047 1.45840 -1.11655
C -3.34232 2.09653 -2.02295
H -4.49082 1.86013 -3.77485
H -3.36791 -0.37561 -4.44152
H -2.00068 -1.43012 -2.63611
H -2.27879 1.84194 -0.13211
H -3.89857 2.93895 -1.58571
```

Values from the calculation:
HOMO energy (alpha / beta): -0.3595 / -0.3594 hartree
Relative energy (zero: lowest compared OMol25 entry of this formula, charge and spin): 58.1 kcal/mol
Net charge: +1
Max |F|: 3.59 eV Å⁻¹
Molar mass: 1197.8 g/mol
Orbital gap (alpha / beta): 4.93 / 4.93 eV

Record 3
Computed, not measured: 2 unconnected molecules or ions with the total composition C9H10INS, with ωB97M-V with the def2-TZVPD basis set.

The geometry in XYZ format:
```
22
C9H10INS, DFT ωB97M-V with the def2-TZVPD basis set
C -0.66828 -1.81992 -0.79770
C 0.05241 -0.79684 -1.40045
C -0.18665 -0.83931 1.35580
C -0.95562 -1.72897 0.58472
C 0.72253 0.12190 -0.60994
C 0.56285 0.14013 0.76760
C 2.34046 1.66093 0.04832
C -1.83928 -2.78765 1.29858
C 2.24965 3.93636 -0.12279
N 1.57576 1.07772 -1.02177
S 1.62123 1.26973 1.61997
I 4.57858 1.40482 -0.23627
H -1.22592 -2.61295 -1.37138
H 0.25399 -0.89983 -2.51440
H -0.10558 -0.93474 2.39619
H -2.67655 -3.02980 0.42924
H -1.25676 -3.69915 1.43019
H -2.26431 -2.47517 2.21048
H 3.36643 4.16961 0.01425
H 1.54220 4.16623 0.72364
H 1.71735 3.99489 -0.95987
H 1.92932 0.94233 -1.92821
```

Values from the calculation:
2S+1: 3
HOMO energy (alpha / beta): -0.2118 / -0.3102 hartree
Max |F|: 5.71 eV Å⁻¹
Molar mass: 291.2 g/mol
Orbital gap (alpha / beta): 6.33 / 6.80 eV

Record 4
Computed, not measured: a single C9H15N3O4 molecule, with ωB97M-V with the def2-TZVPD basis set.

The geometry in XYZ format:
```
31
C9H15N3O4, DFT ωB97M-V with the def2-TZVPD basis set
C 0.87422 -0.52960 1.09056
C 0.06532 -1.12999 -0.11655
C 2.38121 -0.59803 0.77825
C 2.72146 0.12542 -0.51782
C -1.67316 0.82158 -0.56535
C -0.87135 1.95409 0.19695
C -3.09940 0.58633 0.00947
C -3.36052 -0.98591 -0.16730
C -2.13877 -1.50963 -0.93539
H 0.78106 -1.07782 3.20758
H 0.53793 -2.34286 2.02016
H 0.55861 0.50649 1.14413
H 2.60353 -1.65943 0.53877
H 2.96575 -0.27405 1.63229
H 4.41201 0.76987 -1.43210
H 4.73306 0.12700 0.12018
H -1.74510 1.10810 -1.63166
H -3.82118 1.13953 -0.59893
H -3.19614 0.92275 1.06710
H -3.42034 -1.48296 0.81144
H -4.25016 -1.21370 -0.82643
H -1.99177 -2.55259 -0.67210
H -2.39241 -1.40909 -2.01674
H 0.53763 1.81984 -1.09912
N 0.40310 -1.30777 2.23868
N 4.05074 0.39781 -0.57184
N -1.09646 -0.54856 -0.55512
O 0.41781 -2.13362 -0.67738
O 1.85260 0.36568 -1.36409
O -1.19450 2.38367 1.27044
O 0.27306 2.31214 -0.31441
```

Values from the calculation:
HOMO energy: -0.3300 hartree
Relative energy (zero: lowest compared OMol25 entry of this formula, charge and spin): 21.9 kcal/mol
SMILES: NC(=O)C[C@H](N)C(=O)N1CCC[C@H]1C(=O)O
Max |F|: 2.22 eV Å⁻¹
Molar mass: 229.2 g/mol
Orbital gap: 9.64 eV

Record 5
Computed, not measured: a molecular structure, C33H82AlN2O19S8, with ωB97M-V with the def2-TZVPD basis set.

The geometry in XYZ format:
```
145
C33H82AlN2O19S8, DFT ωB97M-V with the def2-TZVPD basis set
C 0.39007 -3.76185 3.68281
C -1.25500 -3.68126 3.97047
C -1.80495 -2.14632 3.59718
C -2.09840 -2.15418 1.98478
N -1.93321 -0.82006 1.29259
C -2.69106 -0.74634 -0.01449
C -1.58952 -0.62436 -1.26699
C -0.42907 0.49758 -0.97799
C 0.88118 -0.05832 -0.16447
Al 2.24637 -1.05975 -1.38242
N 1.23763 -2.34463 -2.42054
C 3.51477 -2.05514 -0.05938
C 4.41319 -0.94855 0.75298
C 5.02305 -1.46615 2.18438
O 5.53783 -0.55944 -0.14416
C -2.20631 0.35733 2.20171
S -3.77105 0.87050 2.70471
S -0.65692 1.27588 2.84036
C -1.01125 3.10135 3.06381
C 0.29574 3.72152 3.90293
C 1.74639 3.28070 3.21483
H 0.72302 -3.04540 2.79950
H 1.02796 -3.45171 4.62476
H 0.72638 -4.85270 3.35587
H -1.43829 -3.91811 5.10307
H -1.77325 -4.42934 3.23243
H -0.95594 -1.42163 3.94831
H -2.82801 -2.01537 4.16056
H -1.29078 -2.88957 1.50331
H -3.14719 -2.66665 1.78246
H -3.51086 0.09207 -0.06607
H -3.24070 -1.78772 -0.21018
H -2.23235 -0.21556 -2.18488
H -1.17105 -1.67429 -1.57063
H -0.95086 1.39903 -0.40512
H -0.02461 0.95966 -1.99774
H 0.64209 -0.80392 0.71178
H 1.39022 0.88839 0.34633
H 2.99984 0.03356 -2.25147
H 0.52799 -1.86619 -3.01976
H 0.73588 -3.03580 -1.78572
H 2.83334 -2.60249 0.75352
H 4.13637 -2.89987 -0.58109
H 3.77054 0.01902 0.99062
H 5.07357 -2.64456 2.23302
H 4.41553 -1.06354 3.12737
H 6.12637 -1.04358 2.32001
H 5.63935 -1.29497 -0.84428
H -2.01788 3.19379 3.65392
H -1.09286 3.59933 1.98876
H 0.33243 3.31455 5.00806
H 0.22194 4.89130 3.94238
H 2.21500 2.34371 3.75799
H 1.57676 2.98326 2.08553
H 2.54482 4.15838 3.33565
O -0.17815 -5.84606 -0.98152
S -1.11102 -6.94381 -1.10417
O -0.88921 -8.21710 -0.44914
O -1.40678 -7.21357 -2.68534
C -0.30502 -7.48813 -3.54232
C 0.24132 -8.88607 -3.31844
C -2.72963 -6.37222 -0.65462
H 0.47731 -6.73220 -3.41735
H -0.66996 -7.40810 -4.57165
H 0.67313 -8.98786 -2.31818
H 1.02471 -9.11913 -4.04456
H -0.55733 -9.63066 -3.40249
H -2.93053 -5.42843 -1.16569
H -2.74104 -6.22259 0.42623
H -3.46356 -7.13146 -0.93092
O 1.17864 6.86062 2.70167
S 2.35771 7.69490 2.63744
O 3.11536 8.04636 3.82148
O 1.99625 9.06114 1.82315
C 0.92449 9.86759 2.29713
C 1.30726 10.61933 3.55857
C 3.48374 7.00401 1.45278
H 0.02676 9.26066 2.45453
H 0.69162 10.59002 1.50784
H 1.48796 9.93208 4.39065
H 0.51108 11.30520 3.86013
H 2.23005 11.18839 3.40377
H 2.93775 6.76317 0.53834
H 3.90685 6.09640 1.88634
H 4.27874 7.72561 1.25601
O -2.34018 -4.63850 9.87201
S -2.86241 -4.95247 8.56088
O -2.54375 -4.15263 7.39546
O -4.48280 -5.11016 8.65986
C -5.23838 -4.01981 9.17359
C -5.32479 -2.88086 8.17451
C -2.48242 -6.64421 8.18362
H -4.82265 -3.67932 10.12769
H -6.24727 -4.39427 9.37617
H -4.34116 -2.43752 7.99213
H -5.98372 -2.08955 8.54181
H -5.70041 -3.24051 7.21072
H -2.74759 -7.26969 9.03846
H -1.41041 -6.70902 7.99041
H -3.03779 -6.94248 7.29252
O 1.97920 8.71938 -1.24404
S 0.96580 7.97855 -1.96137
O 1.26662 6.74637 -2.66189
O 0.19699 8.98833 -2.98587
C 0.97172 9.69677 -3.94586
C 1.44460 8.78571 -5.06354
C -0.39694 7.66747 -0.86828
H 1.81474 10.20187 -3.46289
H 0.32776 10.47526 -4.36822
H 2.14192 8.02934 -4.69072
H 1.95803 9.35736 -5.84127
H 0.59900 8.25256 -5.51079
H -0.66218 8.59376 -0.35452
H -0.07760 6.91598 -0.14438
H -1.23868 7.28702 -1.44981
O 3.15577 -6.92850 -4.66402
S 3.17536 -5.48419 -4.60112
O 2.23784 -4.67008 -5.34798
O 4.68798 -4.96072 -4.91461
C 5.29629 -5.34572 -6.14157
C 4.70120 -4.59575 -7.31897
C 3.09953 -4.98440 -2.90020
H 5.22327 -6.42898 -6.28392
H 6.36086 -5.10124 -6.06382
H 3.65031 -4.86147 -7.46849
H 5.23842 -4.83004 -8.24188
H 4.73951 -3.51483 -7.14731
H 3.82445 -5.56348 -2.32446
H 2.08924 -5.18454 -2.53963
H 3.31095 -3.91555 -2.83460
O -3.02642 1.08835 -4.06965
S -2.87924 2.04754 -5.14140
O -3.23807 3.44193 -4.97888
O -3.61873 1.46922 -6.47521
C -4.99714 1.12798 -6.39018
C -5.87570 2.36409 -6.33523
C -1.21241 1.97870 -5.74606
H -5.17926 0.47387 -5.53109
H -5.24312 0.55493 -7.29030
H -5.70337 2.93287 -5.41647
H -6.93404 2.09148 -6.36448
H -5.65504 3.03208 -7.17453
H -0.93333 0.93554 -5.90801
H -0.56564 2.42627 -4.98968
H -1.14750 2.55028 -6.67371
```

Values from the calculation:
HOMO energy: -0.1539 hartree
Net charge: -1
Max |F|: 3.12 eV Å⁻¹
Molar mass: 1094.5 g/mol
Orbital gap: 6.00 eV